54
Properties=species:S:1:pos:R:3 method="wB97M-V/def2-TZVPD" lumo_ha=0.02783 max_force_ev_per_a=1.0 mol_weight_g_mol=358.43 multiplicity=1
C -4.133 -0.139 0.528
H -5.213 -0.833 -1.253
H 4.808 -0.123 0.173
H 1.238 -0.402 -2.624
H 2.495 0.770 -2.371
H 7.495 1.037 4.245
H 5.812 1.158 6.126
H -3.198 1.966 -0.767
H 3.080 1.383 -0.263
H -4.704 0.772 0.353
H -1.684 2.023 0.087
H -4.180 -1.095 -4.332
C -2.303 1.385 -0.551
H 2.085 0.846 1.058
H -2.106 0.162 1.213
H -0.027 -3.001 -0.268
H 5.831 2.588 5.086
H -2.167 -1.200 -2.382
C -1.576 -0.511 -2.993
C -2.627 0.102 0.260
H 0.286 -2.238 -1.843
C 3.952 -0.248 0.835
H -3.932 -1.910 -0.747
N 2.031 -0.355 -0.706
H -3.670 -0.034 2.673
H -4.186 -1.625 2.134
H -1.683 2.204 -3.066
O -2.307 -0.247 -4.207
C 5.610 1.523 5.122
C 6.443 0.798 4.097
H -3.977 0.032 -2.983
H -0.683 -1.048 -3.306
C 1.595 0.348 -1.922
H 4.190 0.076 1.843
H 6.160 1.079 3.086
C 0.572 1.477 -1.682
C 2.737 0.490 0.261
H 1.606 -2.981 -0.974
C -4.720 -1.252 -0.377
H -2.221 -0.788 -0.222
H -4.079 0.666 -4.623
Cl 6.288 -0.972 4.234
O 0.402 -0.803 0.888
H -5.419 -1.861 0.191
Si -1.251 1.149 -2.114
Cl 3.863 1.342 4.819
H 3.725 -1.314 0.866
H -5.361 -0.295 2.310
C 0.989 -1.122 -0.127
C -3.705 -0.162 -4.022
C 0.684 -2.416 -0.844
H 0.602 1.817 -0.645
H 0.880 2.340 -2.277
C -4.349 -0.557 1.999